No. 1
Below is C36H49N5P2SiZn as an isolated structure, with properties calculated with the ωB97M-V functional and the def2-TZVPD basis.

The value obtained for the LUMO energy (spin up / spin down) is -1.030 / -1.832 eV. For the HOMO energy (spin up / spin down), the calculation gives -8.02 / -6.57 eV. The HOMO-LUMO gap (spin up / spin down) comes out at 6.994 / 4.735 eV.

Last column: Löwdin charge in e.
CARTESIAN COORDINATES (ANGSTROEM)
Zn 0.759 -1.848 0.825  0.539
P 1.719 -1.672 -1.674  1.043
P -1.985 -0.522 -1.872  1.126
Si 1.094 -0.111 4.355  0.381
N 2.960 -0.466 -2.172  -0.261
N 2.469 -2.897 -2.920  -0.218
N -1.934 0.823 -3.215  -0.220
N -3.392 -1.280 -2.656  -0.282
N -0.235 -0.885 3.526  0.025
C -1.608 2.168 -3.055  -0.156
C 0.719 1.641 4.922  -0.161
C 0.537 -0.997 -2.891  -0.432
C -1.917 0.593 -4.591  -0.167
C -2.962 -0.848 6.049  -0.080
C 1.834 -3.139 2.030  -0.312
C 2.578 -0.038 3.230  -0.191
C 4.945 0.652 -2.115  -0.087
C -5.068 -1.653 -4.170  -0.087
C -1.702 2.875 2.200  -0.108
C 3.355 -3.941 -4.757  -0.088
C 2.878 -2.722 -4.247  -0.148
C -1.343 2.310 0.858  -0.200
C 4.314 0.932 -3.372  -0.076
C 3.185 -4.914 -3.716  -0.104
C -4.411 -2.906 -3.905  -0.087
C -1.704 -0.642 5.495  -0.020
C -3.993 -1.470 5.332  -0.071
C -0.997 3.818 2.825  -0.146
C -1.598 1.768 -5.274  -0.091
C -2.446 -1.820 3.477  -0.010
C -0.160 5.260 0.965  -0.188
C 3.099 0.232 -3.381  -0.165
C -1.397 2.772 -4.293  -0.095
C -0.830 -1.660 -2.718  -0.459
C -4.418 -0.680 -3.398  -0.150
C 4.106 -0.225 -1.416  -0.142
C 2.639 -4.241 -2.613  -0.166
C 0.297 4.643 -0.319  -0.116
C -3.434 -2.653 -2.950  -0.176
C 0.123 2.225 0.408  -0.201
C -1.391 -1.099 4.146  -0.361
C 0.196 4.517 2.243  -0.201
C -3.705 -1.966 4.053  -0.085
C 0.496 3.362 -0.510  -0.139
C 1.628 -1.105 5.851  -0.165
H 2.387 -0.567 6.434  0.041
H 5.881 1.045 -1.770  0.083
H -1.724 1.289 0.824  0.071
H -4.634 0.371 -3.312  0.104
H 0.808 -1.355 6.536  0.025
H 1.649 2.218 5.053  0.040
H 0.965 3.775 2.045  0.092
H 2.350 0.210 -4.155  0.091
H 0.647 5.183 3.000  0.118
H 0.807 2.202 1.273  0.096
H 1.496 -4.175 1.823  -0.042
H 2.319 0.197 2.187  0.001
H -2.740 -3.324 -2.491  0.089
H -0.787 -2.564 -2.085  0.050
H -4.603 -3.859 -4.365  0.088
H 0.115 2.215 4.203  0.001
H 3.125 -0.992 3.272  0.021
H -4.478 -2.492 3.493  0.104
H 2.357 -4.598 -1.642  0.085
H 0.864 -1.170 -3.925  0.076
H -2.613 2.472 2.666  0.110
H 3.422 -5.961 -3.768  0.081
H 2.817 -1.778 -4.759  0.079
H 3.256 0.753 3.591  0.039
H 0.953 3.001 -1.455  0.108
H -4.996 -1.593 5.755  0.110
H 3.774 -4.102 -5.738  0.087
H 0.501 0.090 -2.756  0.064
H -2.226 -2.230 2.484  0.098
H 4.191 -0.677 -0.448  0.091
H 4.682 1.563 -4.163  0.090
H -5.881 -1.493 -4.855  0.086
H 0.485 5.372 -1.121  0.110
H -1.508 1.869 -6.343  0.090
H -1.955 2.814 0.107  0.106
H 2.098 -2.039 5.517  0.028
H -1.237 5.451 0.921  0.121
H 0.331 6.229 1.053  0.106
H -3.159 -0.466 7.047  0.105
H 0.207 1.717 5.893  0.032
H 1.829 -3.012 3.139  -0.039
H -1.126 3.800 -4.460  0.089
H 2.897 -3.132 1.710  -0.036
H -1.209 -1.991 -3.701  0.088
H -1.584 2.630 -2.084  0.073
H -0.944 -0.106 6.079  0.075
H -1.229 4.121 3.851  0.105
H 0.303 1.260 -0.128  0.063
H -2.181 -0.360 -5.018  0.105

---

No. 2
Below is a 9-piece molecular cluster, C36H49N9 overall, with properties calculated with the ωB97M-V functional and the def2-TZVPD basis.

As for the SMILES: c1cc[nH]c1.c1cc[nH]c1.c1cc[nH]c1.c1cc[nH]c1.c1cc[nH]c1.c1cc[nH]c1.c1cc[nH]c1.CCCC#N.CCCC#N. The value obtained for the LUMO energy is 0.488 eV. For the HOMO energy, the calculation gives -7.83 eV. The HOMO-LUMO gap comes out at 8.319 eV.

Last column: Löwdin charge in e.
CARTESIAN COORDINATES (ANGSTROEM)
N -2.190 -3.678 3.111  0.032
N -4.149 1.831 -1.362  0.007
N -2.011 -0.265 4.833  0.002
N 2.329 1.242 -4.117  0.008
N 2.257 -2.802 2.882  0.154
N -0.992 3.786 2.753  0.152
N 4.736 3.286 -0.099  0.002
N 3.040 -4.578 0.443  0.010
N -3.586 -4.004 -3.381  0.010
C 1.205 1.793 -3.568  -0.141
C 2.437 -5.775 -1.316  -0.116
C 2.811 2.074 -5.097  -0.143
C -3.122 -3.497 -4.572  -0.137
C 3.833 -5.900 -1.142  -0.124
C -2.491 1.009 -2.555  -0.119
C -1.515 -3.289 1.031  -0.121
C 0.991 3.007 -4.153  -0.113
C 0.854 -0.713 2.182  -0.177
C 5.184 2.266 1.816  -0.106
C -2.671 -2.493 1.302  -0.109
C -2.486 -0.884 5.949  -0.162
C -0.469 4.201 -0.747  -0.094
C 5.343 3.435 1.115  -0.144
C 2.019 3.184 -5.129  -0.111
C 4.181 -5.154 -0.038  -0.139
C -2.150 -2.586 -4.289  -0.107
C 1.633 -1.880 2.599  -0.201
C -0.755 0.414 6.508  -0.113
C -0.945 0.553 5.165  -0.130
C 1.972 -4.951 -0.316  -0.142
C -2.891 -3.442 -2.354  -0.145
C -3.250 0.797 -1.439  -0.130
C 4.212 2.025 -0.206  -0.142
C -1.703 -0.519 7.013  -0.105
C -1.006 5.831 1.134  -0.190
C -0.167 5.545 -0.103  -0.254
C -3.906 2.734 -2.357  -0.148
C 4.480 1.372 0.969  -0.122
C -3.013 -2.719 2.607  -0.166
C -0.191 0.403 0.133  -0.077
C -1.268 -4.021 2.158  -0.128
C -2.868 2.258 -3.113  -0.102
C -2.011 -2.538 -2.868  -0.117
C -1.002 4.700 2.059  -0.236
C 0.845 -0.586 0.663  -0.247
H 0.649 -1.582 0.251  0.088
H -3.767 -2.179 3.156  0.103
H -1.521 3.918 -0.801  0.075
H -3.065 -1.645 0.765  0.071
H 2.640 0.306 -3.933  0.145
H -1.614 -1.971 -4.993  0.091
H -2.495 -0.259 3.954  0.122
H 4.536 -6.482 -1.715  0.086
H 0.891 5.522 0.189  0.113
H 5.750 4.375 1.447  0.104
H 1.868 -6.230 -2.109  0.087
H -1.120 0.253 0.682  0.065
H 0.674 1.223 -2.824  0.090
H 3.665 1.824 -5.702  0.105
H -0.187 6.383 -0.802  0.108
H 0.182 1.404 0.348  0.060
H -0.475 1.134 4.392  0.090
H -2.045 6.031 0.861  0.122
H 0.263 3.769 -3.935  0.079
H -0.009 4.102 -1.729  0.050
H 3.846 1.626 -1.137  0.098
H -0.655 6.713 1.671  0.118
H 0.047 3.421 -0.182  0.052
H -0.148 -0.838 2.597  0.099
H 4.835 3.927 -0.865  0.143
H 1.843 -0.352 0.282  0.101
H -4.533 3.607 -2.428  0.106
H -0.895 -3.362 0.153  0.073
H -3.344 -0.010 -0.733  0.088
H -2.246 -4.077 4.031  0.149
H -1.746 0.322 -2.917  0.069
H 2.993 -4.049 1.300  0.075
H 0.975 -4.658 -0.042  0.083
H -3.357 -1.517 5.888  0.100
H -1.886 -0.783 8.040  0.088
H -1.423 -1.848 -2.286  0.073
H 4.237 0.339 1.168  0.085
H 5.481 2.041 2.826  0.090
H 2.183 4.035 -5.768  0.090
H -3.557 -3.807 -5.506  0.105
H 1.324 0.162 2.639  0.123
H -0.480 -4.704 2.431  0.114
H -4.895 1.917 -0.696  0.143
H 5.151 -4.945 0.377  0.103
H -4.365 -4.626 -3.269  0.144
H 0.000 0.929 7.081  0.092
H -3.000 -3.778 -1.335  0.093
H -0.320 0.244 -0.931  0.043
H -2.434 2.699 -3.994  0.090

---

Taking the records one at a time from the top gives energy above the lowest of the compared OMol25 structures with the same formula, charge and spin values of 99.59 0.00 kcal per mole.